63
Properties=species:S:1:pos:R:3 method="wB97M-V/def2-TZVPD" e_lumo_ev="0.198 / 0.198" gap_ev="6.36 / 6.36" de_lowest_ev=0.000 energy_ha=-1856.76210
H -3.04 1.10 -2.29
H -2.84 -1.11 1.87
H 3.00 -2.97 -1.10
H 1.15 -4.88 0.25
C 3.36 -2.08 -1.63
C 0.07 3.63 -4.22
H 3.40 0.37 1.31
H 4.50 0.84 -1.72
H 0.02 -0.21 -4.89
N -0.01 0.48 -2.33
H 3.07 0.71 -2.81
H 3.18 -1.38 1.42
H 4.46 -2.09 -1.66
C -1.03 2.56 5.31
H 0.12 -3.53 3.47
C -0.52 2.26 3.00
H -4.32 1.29 -1.05
H -3.28 -1.80 -2.19
P 2.72 -0.58 -0.80
C 0.00 1.33 -3.35
C 0.13 1.86 5.65
C 0.02 0.87 -4.72
H 0.09 1.39 -6.80
C -3.24 1.16 -1.22
H 4.67 -0.73 0.65
H -2.83 0.67 1.79
C 0.19 -4.57 0.68
C 0.09 3.15 -5.54
H 0.01 3.12 -2.12
Hf 0.06 -0.49 -0.58
C 0.02 2.75 -3.15
H 0.09 4.71 -4.04
H 1.84 0.74 4.91
O 0.11 -2.19 0.40
H 2.96 -2.11 -2.66
O -0.78 2.09 1.67
C -3.21 -0.24 1.31
H -1.68 2.95 6.09
H -3.26 -2.65 -0.63
H 1.41 -3.14 1.65
H -0.54 -1.99 2.92
O 1.10 0.88 2.26
C -3.54 -1.72 -1.13
H -4.63 -1.57 -1.03
H -0.12 -5.36 1.38
H -0.54 -4.54 -0.13
H 0.39 1.72 6.70
B 0.16 1.12 1.20
H 0.12 3.85 -6.38
C -1.36 2.76 3.96
C -0.42 -3.04 2.65
C 0.07 1.76 -5.77
H -1.42 -3.49 2.60
C 3.40 0.81 -1.76
C 0.36 -3.22 1.36
H -2.29 3.24 3.67
C 0.97 1.34 4.66
C 3.59 -0.58 0.80
P -2.60 -0.34 -0.40
C 0.63 1.54 3.35
H -2.70 2.04 -0.82
H -4.31 -0.24 1.32
H 2.98 1.75 -1.37


17
Properties=species:S:1:pos:R:3 method="wB97M-V/def2-TZVPD" e_lumo_ev=3.690 gap_ev=6.18 charge=-1 de_lowest_ev=1.913 energy_ha=-326.41501
H -0.14 -0.33 -1.41
C 0.06 -1.63 0.37
H -1.90 -0.92 -0.06
N -0.58 0.62 -1.62
H 0.18 1.24 -2.00
H 0.48 -3.81 0.52
H 0.76 -1.56 -0.50
H 1.45 0.48 0.55
H 0.43 1.74 1.37
C -0.03 -2.91 0.95
O 1.35 2.31 -0.46
C -0.96 -0.52 0.58
H -1.14 -0.50 1.67
H -1.36 1.66 0.12
C 0.74 1.34 0.39
C -0.62 0.77 -0.13
H -0.69 -3.10 1.78


81
Properties=species:S:1:pos:R:3 method="wB97M-V/def2-TZVPD" e_lumo_ev="-1.176 / -1.120" s_squared=15.764 gap_ev="5.37 / 5.44" spin_multiplicity=8 de_lowest_ev=0.000 energy_ha=-5294.77085
H -0.73 2.13 0.98
H 0.56 0.74 -4.41
N -1.97 0.95 -2.97
C 2.35 -3.78 -3.97
C -5.38 -1.15 -4.79
C -1.05 2.26 3.81
C 4.53 1.19 -4.11
H 5.13 1.81 -2.03
H 0.05 -0.75 1.73
H -6.20 -0.86 -5.44
C -1.32 0.61 7.68
H -0.40 -2.63 8.05
H -1.62 3.79 -1.31
H -5.92 -3.24 -4.13
Se -1.75 -1.25 5.61
C -0.08 0.32 9.74
H 0.96 -0.48 -5.59
H 0.31 0.73 10.68
C -4.03 -2.36 -3.40
H -1.56 2.25 4.78
P 1.45 -1.24 -3.31
C -2.17 1.89 -3.98
H 0.52 3.45 4.66
H -4.03 0.62 -4.80
H -0.91 2.20 9.04
H -1.46 1.08 -0.89
H -2.24 4.08 -3.96
H 0.68 3.27 1.60
C -0.76 1.14 8.84
C 1.46 -1.92 4.86
H 0.63 -1.67 10.13
C -1.11 -0.74 7.31
H 3.10 0.10 -1.28
C 0.09 -1.04 9.43
H 2.30 -0.18 2.30
H -1.70 0.67 0.97
C -0.47 -1.57 8.26
C -1.69 1.64 -1.79
H 1.81 3.95 2.75
C -0.90 1.19 1.51
P -1.81 -0.83 -3.01
H 2.01 -2.89 5.01
H -1.91 1.22 7.01
C -1.48 1.42 2.87
N -3.44 -1.10 -3.60
H 2.41 -1.50 -6.33
C 2.83 -4.54 -5.03
H 5.21 1.72 -4.76
H 3.08 -5.60 -5.02
C 3.46 0.37 -2.26
C 1.59 0.67 2.15
H 3.28 -3.90 -7.16
C 2.93 -3.66 -6.16
Eu -0.34 -2.68 3.46
C 0.50 -0.34 -4.61
H 2.73 1.95 3.43
C 0.34 0.27 1.39
H -2.29 0.70 3.10
C -0.96 -0.82 -4.68
H -2.35 1.59 -5.00
H 0.57 0.14 0.31
N 2.16 -2.46 -4.40
H 2.14 -4.05 -2.94
C 1.10 3.12 2.61
C -5.23 -2.41 -4.10
H -3.54 -3.08 -2.77
C 4.49 1.22 -2.67
H -0.53 4.28 3.45
H -1.52 -0.19 -5.40
C 2.50 -2.41 -5.75
N 2.88 -0.20 -3.40
H 1.14 -1.52 5.84
C 1.87 1.84 2.75
C -1.78 3.00 -2.04
C -4.27 -0.38 -4.48
H 2.09 -1.14 4.39
C -2.09 3.16 -3.42
C 3.52 0.33 -4.53
H -1.01 -1.87 -5.04
H 3.22 0.05 -5.53
C -0.01 3.33 3.69


50
Properties=species:S:1:pos:R:3 method="wB97M-V/def2-TZVPD" e_lumo_ev=-3.621 gap_ev=7.09 charge=+1 de_lowest_ev=0.000 energy_ha=-1537.09355
H -0.37 -1.97 4.69
O 4.82 1.16 -3.35
B 3.53 0.84 -3.27
H 2.32 -0.54 -4.34
H -0.87 1.27 1.76
H 2.10 2.31 -3.87
C -0.08 0.54 -2.93
H 0.90 1.07 0.32
C 3.00 -0.60 -3.48
H -3.22 1.23 4.60
H -0.67 2.18 -4.24
S 3.24 3.47 -2.25
C -2.51 -1.90 1.26
C -0.46 1.11 -4.30
H -3.75 -0.16 3.65
H -1.15 -3.55 4.91
O -2.45 -2.00 4.94
C -2.74 0.49 1.11
H 4.42 -2.11 -2.81
H 5.11 2.02 -3.65
H -1.32 -0.52 3.25
H -3.48 -1.82 1.75
H 4.95 -1.24 -4.24
H 2.55 0.79 -0.30
N -1.70 0.40 3.44
H -2.54 -2.71 0.54
H -2.81 1.20 0.28
N 2.50 2.01 -2.98
H -3.76 0.31 1.46
C -1.16 -2.51 5.23
H 1.25 -0.34 -0.68
O -2.19 -0.70 0.56
H 3.46 4.10 -3.41
C -2.91 0.25 4.23
H -3.56 -0.68 6.04
H 0.33 -0.46 -3.00
C -1.87 1.13 2.19
H 3.69 -2.47 -4.36
H 2.36 -0.92 -2.66
H -2.26 2.12 2.42
H -1.75 -2.14 2.02
C -2.68 -0.68 5.40
H -0.94 -2.46 6.30
C 4.09 -1.66 -3.74
H -0.96 0.47 -2.28
C 1.49 0.71 -0.52
H -1.83 -0.33 6.00
H -1.37 0.64 -4.67
P 0.93 1.70 -1.95
H 0.32 0.94 -5.04


21
Properties=species:S:1:pos:R:3 method="wB97M-V/def2-TZVPD" e_lumo_ev=-0.433 gap_ev=10.49 de_lowest_ev=2.967 energy_ha=-535.01482
H 4.21 0.98 -1.05
O 1.66 -1.54 -1.85
H -0.16 0.20 0.39
H -2.85 0.37 0.12
H -4.36 -2.03 -1.26
O -2.76 -0.58 0.19
H 4.32 -0.28 -1.89
H 0.73 -1.46 -1.59
O 4.48 0.06 -1.00
H 1.77 -1.20 3.34
O 0.55 0.25 1.03
O -4.74 -1.82 -0.40
O -1.17 4.77 -0.33
H -2.56 -0.86 -0.71
H 1.62 -1.88 -2.75
H -1.78 4.99 0.39
O 2.25 -1.04 2.51
H 1.78 -1.57 1.86
H -0.94 3.85 -0.16
H 0.16 -0.10 1.84
H -3.98 -1.80 0.20


80
Properties=species:S:1:pos:R:3 method="wB97M-V/def2-TZVPD" e_lumo_ev="-6.572 / -11.812" s_squared=8.812 gap_ev="7.81 / 4.89" spin_multiplicity=6 charge=+3 de_lowest_ev=0.520 energy_ha=-2606.59570
H 5.22 2.57 4.20
N 3.21 1.94 4.15
C -6.11 -0.57 0.06
P 0.71 0.56 -2.07
H -4.85 1.69 -2.88
C -6.58 0.90 -1.85
H 3.06 5.51 2.96
H 3.79 0.44 5.45
P -1.34 -2.60 -2.97
C 3.85 4.23 4.51
H 3.59 -0.11 3.73
H 2.16 0.23 4.78
C -5.20 1.03 -2.08
H -1.03 -2.44 -0.74
H 1.70 1.03 0.11
H 0.66 -1.23 2.09
H -2.78 -0.44 2.66
H 2.09 -0.89 -3.40
C 4.25 2.78 4.69
H 0.70 3.53 1.47
H 2.17 -0.83 1.22
C -7.03 0.07 -0.79
H 4.70 4.86 4.78
H 1.92 -2.52 1.83
H -6.47 -1.14 0.93
C 0.01 -3.63 -3.64
H -8.11 -0.07 -0.61
P 0.71 -2.21 -0.13
H -3.12 -1.82 -4.49
C 0.11 2.24 -2.44
Ru -0.81 -1.03 -1.53
H -3.57 -3.68 -3.15
C 1.47 -0.01 -3.60
H 0.00 0.75 2.21
N 2.46 3.58 2.65
H -0.80 -3.60 1.22
C -0.01 -3.81 0.48
H 4.38 4.47 2.42
H 2.60 -3.52 -0.39
H -0.36 -4.20 -4.51
H 0.81 -4.36 0.94
H -1.21 -1.25 3.08
S -2.61 0.65 -1.62
H -0.80 2.27 -3.05
H -0.09 2.79 -1.52
O 1.97 1.37 2.33
H 2.23 3.48 0.56
H -0.44 -4.40 -0.35
H 0.71 -0.31 -4.33
H 4.34 2.50 5.74
C 1.43 -1.62 1.42
H 2.08 0.80 -4.00
H -2.28 -4.85 -2.75
C -1.07 0.70 2.18
H 2.53 1.82 -1.21
C 2.17 -2.75 -1.05
C 3.19 0.54 4.54
H 3.00 4.46 5.16
H 0.34 -4.35 -2.88
H -7.32 1.41 -2.44
C 2.54 2.26 3.00
H 1.89 -3.17 -2.02
H 2.78 0.07 -0.91
C -4.26 0.33 -1.27
H -1.58 1.45 1.56
C 2.05 0.89 -0.92
H -2.87 -3.75 -1.50
H 2.85 -1.90 -1.18
C -1.70 -0.37 2.68
C -4.72 -0.45 -0.17
H 0.91 2.76 -2.99
H 0.84 -2.98 -3.94
C 3.48 4.51 3.07
H -1.62 -2.22 -5.35
H -1.70 -0.72 -4.44
C -2.02 -1.76 -4.44
H -3.96 -0.93 0.45
H 1.71 4.99 1.36
C -2.65 -3.83 -2.57
C 1.73 3.90 1.44


24
Properties=species:S:1:pos:R:3 method="wB97M-V/def2-TZVPD" e_lumo_ev=0.250 gap_ev=9.18 de_lowest_ev=2.756 energy_ha=-829.65912
O 2.48 2.70 0.00
O -0.55 1.14 0.21
C 1.87 -0.92 0.07
N -2.98 1.32 -0.06
C -2.86 -1.39 -0.07
O 0.79 -1.55 0.16
H 4.76 1.53 0.27
N 1.73 0.44 -0.02
H 0.87 0.84 -0.05
H 5.19 -0.68 -0.27
H -2.94 2.44 -0.05
N -1.80 -0.71 -0.13
O -5.20 1.32 -0.12
H 3.21 -2.48 -0.06
H -2.71 -2.45 -0.11
C 4.22 -0.39 -0.10
C -4.08 -0.79 0.20
C -4.21 0.64 0.01
C 2.64 1.47 0.03
H -0.95 -1.35 -0.23
C -1.75 0.72 -0.02
C 3.23 -1.39 -0.11
H -4.91 -1.39 0.42
N 3.96 0.94 0.03


8
Properties=species:S:1:pos:R:3 method="wB97M-V/def2-TZVPD" e_lumo_ev=-1.151 gap_ev=7.61 de_lowest_ev=1.957 energy_ha=-879.58890
H 1.48 -0.50 2.19
Si -1.76 0.35 -0.94
H 1.30 -0.11 -0.29
H -1.14 -0.97 -1.13
Si 0.65 -0.16 0.97
H 0.09 1.19 1.05
H -0.36 -1.15 0.80
I -0.24 1.34 -2.65


18
Properties=species:S:1:pos:R:3 method="wB97M-V/def2-TZVPD" e_lumo_ev="-0.528 / 0.240" gap_ev="8.15 / 9.75" de_lowest_ev=4.824 energy_ha=-268.93905
C 2.33 1.21 -0.14
C -1.10 -1.63 0.81
C -0.90 0.25 -0.92
H 0.24 -0.07 -1.09
H -0.18 -2.12 0.47
H -1.94 -2.07 0.26
H 2.09 1.48 0.89
H -0.06 0.27 0.97
N 1.86 -0.12 -0.43
H 2.17 -0.35 -1.38
N -2.13 0.67 0.82
H 3.41 1.30 -0.29
H 1.88 1.99 -0.79
H -1.60 -0.27 -1.58
H -2.93 0.09 1.07
H -0.86 1.32 -1.12
H -1.23 -1.84 1.87
C -1.02 -0.13 0.57


56
Properties=species:S:1:pos:R:3 method="wB97M-V/def2-TZVPD" e_lumo_ev="-5.161 / -5.160" gap_ev="6.67 / 6.68" charge=+1 de_lowest_ev=0.788 energy_ha=-3034.80326
N -0.49 -3.13 -0.65
C -1.10 -0.14 -2.31
O 1.80 -2.38 -2.09
C -1.19 -0.38 -4.69
Os -0.26 -1.80 0.57
H -3.13 -0.79 -5.52
C 1.57 2.00 -1.66
H 2.27 -2.46 2.47
N 0.46 -0.90 4.66
C -0.50 2.86 2.11
S -2.31 -2.00 1.58
C -3.20 -0.59 -3.38
C -2.36 3.19 0.62
H -1.99 4.38 2.36
H -4.27 -0.77 -3.32
H 4.87 2.26 -2.36
O 1.86 -1.89 0.29
H -0.69 -0.40 -5.65
C -0.79 1.42 0.20
S 0.13 -3.93 -1.83
H -2.49 1.86 -1.05
C 2.67 -0.10 -1.35
H 0.85 1.28 1.59
C -1.65 3.55 1.76
C 1.50 0.66 -1.30
O -0.58 -3.71 -3.05
C -2.48 -0.36 -2.23
C -3.43 -2.54 0.44
H 2.80 3.62 -2.32
P -0.15 0.06 -0.80
H 0.61 -0.01 -3.61
S 2.62 -1.83 -1.01
C -1.94 2.13 -0.16
C -0.46 -0.15 -3.54
C -2.56 -0.60 -4.61
C -0.17 -0.68 3.50
C 2.77 2.57 -2.05
H -1.00 -0.65 6.15
C 0.04 -0.39 5.96
H 0.66 -0.85 6.72
C 1.57 -1.92 3.07
H -1.06 -0.08 3.40
H 0.68 2.62 -1.63
N 0.48 -1.28 2.51
C 3.93 1.81 -2.07
C 1.55 -1.69 4.41
C 3.88 0.47 -1.72
H 0.17 0.69 6.00
O 3.94 -2.33 -0.86
N -4.22 -2.90 -0.33
C -0.07 1.80 1.33
H 2.22 -2.01 5.19
H -2.98 -0.36 -1.28
H 0.07 3.16 2.97
H -3.25 3.74 0.34
H 4.77 -0.15 -1.74


60
Properties=species:S:1:pos:R:3 method="wB97M-V/def2-TZVPD" e_lumo_ev=-7.597 gap_ev=4.59 charge=+2 energy_ha=-1982.78794
I -3.71 4.73 -3.61
H -5.75 5.60 -1.84
N -3.58 -1.02 -1.82
C -0.54 1.57 -2.67
O -0.41 5.42 -1.23
C 2.15 -4.42 1.86
H -1.15 0.73 2.03
C 3.51 -4.58 1.62
H 2.02 4.46 0.01
C -1.33 0.21 -2.69
H -5.22 5.96 -0.03
H -2.52 4.47 0.39
C -0.30 -1.87 0.55
C 1.44 -5.54 2.31
B -0.14 4.19 -1.98
H -2.78 6.23 -1.48
H 3.14 4.03 -2.39
C -4.97 6.04 -1.14
H 4.90 -8.07 3.06
N 3.40 -6.88 2.22
H 0.38 -5.47 2.53
H -1.14 -1.79 -0.14
C 2.15 3.43 -0.50
H -0.87 -0.71 -3.20
C -3.14 4.14 -0.52
H 4.12 -3.75 1.27
H -4.14 3.76 -0.08
C 2.09 -6.75 2.49
H 1.44 2.63 -0.06
C -3.52 5.36 -1.50
H -4.87 7.16 -1.43
H 2.30 2.41 -2.51
C -2.49 2.88 -1.25
C -1.10 2.89 -1.94
H 5.17 -5.97 1.61
H 1.36 0.13 2.59
C 1.46 -3.14 1.62
H -0.34 6.19 -1.85
C 1.82 -1.97 2.29
H -1.48 0.35 0.31
H 1.55 -7.63 2.83
H 0.47 1.55 -3.22
H 2.65 -1.96 2.99
H 3.20 3.08 -0.18
H 4.42 -8.49 1.38
H -0.01 1.26 0.74
S -4.88 -0.38 -0.92
C 4.07 -8.19 2.36
C -0.70 0.49 1.06
C 4.12 -5.82 1.81
H 3.36 -8.92 2.75
C 0.38 -3.06 0.73
H 0.07 -3.94 0.17
N -4.55 1.27 -0.65
C -3.25 1.49 -1.27
N 0.06 -0.77 1.23
C -2.70 0.14 -1.96
C 2.17 3.47 -2.10
O 1.09 4.19 -2.74
C 1.11 -0.79 2.08